(1)
Molecular formula: C23H25F3NOSn
Method: DFT, the ωB97M-V functional and the def2-TZVPD basis

**Maximum force**: 3.4 eV/Å
**Relative energy (zero: lowest compared OMol25 entry of this formula, charge and spin)**: 0.00 kcal/mol
**Highest occupied orbital energy**: -2.8733 eV
**Orbital gap**: 5.568 eV
**Total charge**: -1

Element x y z (Å)
C: -0.78152 -1.50348 -1.72595
C: -1.77643 -0.51287 -1.90361
C: -1.16982 0.68726 -2.29450
H: -2.85150 -0.67591 -1.80425
C: 0.25703 0.46939 -2.37077
C: 0.48433 -0.92822 -2.00855
H: 0.96985 1.10407 -2.89565
C: -0.39337 -0.92710 2.10255
C: -1.75771 -0.87696 1.79040
C: -2.17086 0.48133 1.67470
H: -2.42504 -1.73487 1.68400
C: -1.05929 1.31084 1.92911
C: 0.09166 0.43875 2.18226
H: -1.67006 1.62029 -2.55219
H: 1.42832 -1.45202 -2.11279
H: -0.95643 -2.55065 -1.49347
H: 1.00827 0.75557 2.68621
H: -3.17825 0.84096 1.45365
H: 0.18813 -1.80543 2.38612
Sn: 0.79959 0.77700 -0.06873
C: -0.94271 2.82063 1.91566
C: -0.37491 3.25696 3.27189
C: -2.28463 3.49517 1.61593
H: -1.08646 2.96266 4.05929
H: -0.22386 4.34307 3.28077
H: 0.58907 2.77487 3.46696
H: -3.02117 3.22148 2.38683
H: -2.66653 3.19483 0.62849
H: -2.14132 4.58602 1.62467
C: 0.05363 3.15686 0.74421
C: 0.68489 4.52725 0.60431
H: -0.43704 2.90860 -0.21706
H: 1.00321 2.59019 1.00858
O: 1.12290 5.05693 1.62445
N: 0.89889 5.05834 -0.65001
C: 1.15710 4.27263 -1.86721
H: 1.41622 5.93742 -0.61373
C: -0.03779 4.22452 -2.79032
C: 0.08423 3.63535 -4.05635
H: 1.05786 3.25680 -4.37467
C: -1.03341 3.53495 -4.88669
H: -0.94135 3.05622 -5.86689
C: -2.26839 4.04790 -4.45697
H: -3.14613 3.96293 -5.10351
C: -2.37969 4.67697 -3.20881
H: -3.32966 5.09240 -2.86400
C: -1.25125 4.78257 -2.38486
H: -1.30172 5.30154 -1.42803
H: 1.51342 3.24787 -1.63296
H: 2.00035 4.76204 -2.37864
F: 3.42325 -0.90325 -0.51690
C: 2.37841 -0.91901 0.37748
F: 1.79648 -2.17376 0.26156
F: 2.92288 -0.86620 1.62992

Atoms 1-2, force components in eV/Å:
C 0.4 0.5 -0.2
C 0.0 -0.1 0.0

Charges per atom according to Mulliken partitioning, unit e:
1 C -0.48
2 C -0.84
3 C -0.18
4 H 0.39
5 C -0.27
6 C -1.24
7 H 0.67
8 C -0.76
9 C -0.90
10 C -0.25
11 H 0.40
12 C -0.82
13 C -0.75
14 H 0.26
15 H 0.66
16 H 0.41
17 H 0.52
18 H 0.42
19 H 0.41
20 Sn 1.11
21 C 3.41
22 C -1.73
23 C -2.33
24 H 0.41
25 H 0.42
26 H 0.32
27 H 0.45
28 H 0.40
29 H 0.43
30 C -0.44
31 C -0.47
32 H 0.20
33 H 0.27
34 O -0.72
35 N -0.04
36 C -0.68
37 H 0.29
38 C 0.79
39 C -0.28
40 H 0.35
41 C -0.56
42 H 0.34
43 C -0.45
44 H 0.34
45 C -0.65
46 H 0.37
47 C -0.26
48 H 0.43
49 H -0.16
50 H 0.56
51 F -0.30
52 C 0.05
53 F -0.25
54 F -0.30

=====

(2)
Molecular formula: C23H25FN2O3
Method: DFT, the ωB97M-V functional and the def2-TZVPD basis

**Maximum force**: 0.1 eV/Å
**Relative energy (zero: lowest compared OMol25 entry of this formula, charge and spin)**: 2.93 kcal/mol
**Highest occupied orbital energy**: -8.9933 eV
**Structure (SMILES)**: Cc1cc(C)cc(C(=O)N[C@H]2CC23CCN(C(=O)c2cccc(O)c2F)CC3)c1
**Orbital gap**: 9.530 eV
**Total charge**: 0

Element x y z (Å)
C: -5.63547 0.16386 1.38639
C: -4.77333 -0.96579 1.88197
C: -5.32858 -2.20342 2.18803
C: -4.55252 -3.26488 2.64109
C: -5.18304 -4.58151 3.00549
C: -3.18354 -3.07408 2.77964
C: -2.60309 -1.85320 2.46568
C: -1.11423 -1.73568 2.64063
O: -0.50323 -2.43943 3.42132
N: -0.50776 -0.80107 1.85164
C: 0.90553 -0.59002 1.81832
C: 1.81839 -1.76918 1.63569
C: 1.66848 -0.77915 0.52578
C: 0.91549 -1.16493 -0.72704
C: 0.43853 0.08200 -1.46515
N: 1.54787 0.99367 -1.70896
C: 1.89182 1.29091 -2.98849
O: 1.36219 0.77494 -3.95851
C: 2.98911 2.30016 -3.20810
C: 4.08544 1.93902 -3.98760
C: 5.07322 2.86524 -4.26559
C: 4.97070 4.16632 -3.78978
C: 3.87621 4.54920 -3.03118
O: 3.69241 5.80246 -2.53708
C: 2.89911 3.59934 -2.75131
F: 1.83892 3.97987 -2.01494
C: 2.26462 1.41581 -0.51485
C: 2.78578 0.20029 0.24805
C: -3.40088 -0.80149 2.02664
H: -5.22083 1.13088 1.67066
H: -5.71187 0.14453 0.29710
H: -6.64589 0.09484 1.78824
H: -6.39952 -2.34136 2.07836
H: -4.53023 -5.41480 2.74696
H: -5.37138 -4.63353 4.07987
H: -6.13549 -4.71945 2.49460
H: -2.54583 -3.87089 3.14160
H: -1.07460 -0.32544 1.17136
H: 1.26005 0.19758 2.47553
H: 2.73529 -1.78119 2.20951
H: 1.34002 -2.73220 1.52559
H: 1.57857 -1.73606 -1.38343
H: 0.06509 -1.80653 -0.48956
H: -0.00786 -0.16383 -2.42407
H: -0.30726 0.61526 -0.86141
H: 4.13785 0.93169 -4.37701
H: 5.92811 2.58210 -4.86437
H: 5.74048 4.89628 -4.01386
H: 4.41822 6.36573 -2.82458
H: 3.08734 2.06834 -0.79123
H: 1.58160 1.99054 0.12047
H: 3.24927 0.52611 1.18236
H: 3.56129 -0.29188 -0.34785
H: -2.97056 0.17405 1.82736

Atoms 1-2, force components in eV/Å:
C 0.0 0.0 0.0
C 0.0 0.0 0.0

Charges per atom according to Mulliken partitioning, unit e:
1 C -1.53
2 C 0.67
3 C -0.68
4 C 0.80
5 C -1.45
6 C -0.84
7 C 0.61
8 C 0.17
9 O -0.64
10 N 0.10
11 C -0.70
12 C -1.09
13 C 1.47
14 C -1.19
15 C -0.80
16 N 0.09
17 C 0.48
18 O -0.66
19 C 0.42
20 C -0.72
21 C -0.86
22 C -0.50
23 C 0.37
24 O -0.53
25 C 0.90
26 F -0.35
27 C -0.46
28 C -1.23
29 C -0.73
30 H 0.38
31 H 0.31
32 H 0.39
33 H 0.38
34 H 0.37
35 H 0.29
36 H 0.38
37 H 0.49
38 H 0.24
39 H 0.29
40 H 0.32
41 H 0.25
42 H 0.33
43 H 0.44
44 H 0.47
45 H 0.26
46 H 0.45
47 H 0.39
48 H 0.27
49 H 0.31
50 H 0.53
51 H 0.20
52 H 0.38
53 H 0.30
54 H 0.45

=====

(3)
Molecular formula: C23H25FN4O4S
Method: DFT, the ωB97M-V functional and the def2-TZVPD basis

**Maximum force**: 1.6 eV/Å
**Relative energy (zero: lowest compared OMol25 entry of this formula, charge and spin)**: 0.00 kcal/mol
**Highest occupied orbital energy**: -8.6319 eV
**Structure (SMILES)**: CC(C)(C)NC(=O)CN(C(=O)CSc1nnc(COc2ccccc2)o1)c1cccc(F)c1
**Orbital gap**: 9.042 eV
**Total charge**: 0

Element x y z (Å)
C: -3.80545 -1.94611 -0.96180
H: -4.11675 -2.93301 -1.29313
H: -4.69238 -1.37195 -0.70218
H: -3.29039 -1.44772 -1.77925
C: -2.86824 -2.06270 0.23772
N: -2.49386 -0.69506 0.60242
C: -1.57364 -0.33076 1.49529
O: -0.79851 -1.06405 2.07980
C: -1.60000 1.18388 1.80984
N: -1.17054 2.05613 0.72226
C: -2.06518 2.36602 -0.23777
O: -3.21223 1.95634 -0.20432
C: -1.67124 3.28156 -1.39036
H: -2.39715 3.10118 -2.18431
H: -1.73801 4.32640 -1.08500
S: -0.00474 3.10784 -2.10383
C: 0.03219 1.39592 -2.24275
N: -0.94052 0.56411 -2.03064
N: -0.43361 -0.66585 -2.24265
C: 0.80844 -0.52856 -2.56746
O: 1.17587 0.77470 -2.59318
C: 1.77513 -1.61491 -2.89933
O: 3.03693 -1.43821 -2.31926
C: 3.15741 -1.53761 -0.94940
C: 4.45551 -1.43786 -0.45503
C: 4.68603 -1.52167 0.90262
C: 3.62989 -1.69854 1.78274
C: 2.34190 -1.79568 1.29249
C: 2.09964 -1.72073 -0.07147
H: 1.08350 -1.80528 -0.42214
H: 1.50283 -1.91413 1.96181
H: 3.81137 -1.75423 2.84505
H: 5.69564 -1.44113 1.27623
H: 5.26257 -1.29158 -1.15518
H: 1.31558 -2.57163 -2.61741
H: 1.95775 -1.61004 -3.98022
C: 0.14184 2.57683 0.82417
C: 1.22076 1.70165 0.87390
C: 2.49223 2.23370 0.98480
C: 2.71781 3.59701 1.06361
C: 1.62960 4.45125 1.05006
C: 0.34624 3.94850 0.93961
H: -0.50148 4.61583 0.94821
H: 1.78244 5.51586 1.13254
H: 3.72674 3.96737 1.14500
F: 3.54684 1.40309 1.01633
H: 1.08295 0.63199 0.83410
H: -2.62697 1.45684 2.07316
H: -0.94317 1.35766 2.66361
H: -3.05236 0.03892 0.18316
C: -1.63788 -2.88407 -0.14463
H: -1.93729 -3.89488 -0.40888
H: -1.15068 -2.42406 -1.00071
H: -0.94399 -2.92918 0.68937
C: -3.58303 -2.70266 1.43280
H: -2.90808 -2.74595 2.28378
H: -4.45820 -2.11857 1.70978
H: -3.90010 -3.71215 1.18599

Atoms 1-2, force components in eV/Å:
C 0.2 0.0 0.2
H 0.0 -0.1 0.0

Charges per atom according to Mulliken partitioning, unit e:
1 C -1.87
2 H 0.44
3 H 0.46
4 H 0.35
5 C 1.44
6 N 0.21
7 C 0.73
8 O -0.69
9 C -1.56
10 N 0.89
11 C 0.68
12 O -0.74
13 C -0.93
14 H 0.50
15 H 0.48
16 S -0.20
17 C 0.51
18 N -0.14
19 N -0.38
20 C 0.31
21 O -0.29
22 C -0.47
23 O -0.47
24 C 0.27
25 C -0.64
26 C -0.41
27 C -0.74
28 C -0.22
29 C 0.64
30 H -0.21
31 H 0.40
32 H 0.41
33 H 0.40
34 H 0.43
35 H 0.36
36 H 0.33
37 C -1.09
38 C 0.60
39 C 0.01
40 C -0.75
41 C -0.72
42 C -0.38
43 H 0.58
44 H 0.40
45 H 0.49
46 F -0.15
47 H 0.39
48 H 0.47
49 H 0.42
50 H 0.38
51 C -1.48
52 H 0.53
53 H 0.21
54 H 0.38
55 C -1.80
56 H 0.40
57 H 0.37
58 H 0.44